[1]
The following is a quantum chemistry calculation of a structure of composition C8H19MgO6S2 in a non-equilibrium geometry, from OMol25.

Structure (XYZ):
```
36
Properties=species:S:1:pos:R:3
S -1.57 4.61 0.86
S 2.41 0.88 -2.52
Mg -0.95 0.63 -2.66
O -0.42 -3.82 2.38
O 0.90 1.14 -2.66
O -1.03 0.49 -0.85
O -0.15 -4.18 0.21
O 0.09 -5.89 1.62
O -2.91 5.24 0.97
C -1.80 3.02 1.75
C -0.39 -2.81 0.35
C 2.69 -0.68 -3.41
C -0.86 -2.62 1.77
C -0.24 -1.41 2.47
C 2.67 0.25 -0.81
C -0.14 -4.76 1.45
C -1.40 3.77 -0.78
H -0.44 -1.40 3.54
H -1.19 0.21 0.04
H 2.06 -1.49 -3.06
H 2.45 -0.41 -4.44
H -1.04 -2.43 -0.45
H -0.54 3.11 -0.70
H 2.64 1.16 -0.20
H -2.11 3.11 2.79
H -2.51 2.38 1.23
H -1.33 4.55 -1.54
H -0.52 -0.43 2.09
H 1.83 -0.37 -0.51
H 3.74 -0.94 -3.33
H 0.85 -1.50 2.34
H 0.54 -2.24 0.18
H -2.19 3.03 -0.96
H -1.95 -2.53 1.81
H 3.68 -0.13 -0.72
H -0.86 2.44 1.72
```

Computed properties:
- net charge = +1
- E_HOMO (eV) = -11.4338
- LUMO level (eV) = -6.058

Now the natural (NBO) charges, all in e: S 1.257; S 1.266; Mg 1.887; O -0.481; O -1.165; O -1.414; O -0.495; O -0.533; O -0.948; C -0.824; C -0.086; C -0.799; C 0.060; C -0.624; C -0.791; C 0.969; C -0.850; H 0.248; H 0.488; H 0.242; H 0.248; H 0.191; H 0.227; H 0.254; H 0.254; H 0.223; H 0.240; H 0.203; H 0.254; H 0.266; H 0.210; H 0.150; H 0.215; H 0.189; H 0.261; H 0.207

=====

[2]
The following is a quantum chemistry calculation of a cluster of 2 separate species, C8H19NO in total in a non-equilibrium geometry, from OMol25.

Structure (XYZ):
```
29
Properties=species:S:1:pos:R:3
O -4.14 0.40 -1.23
N -1.83 0.99 -0.66
C 2.01 -1.12 -0.05
C -1.70 2.38 -0.22
C 1.76 0.35 0.34
C -2.96 -0.54 0.71
C 0.71 -1.86 -0.38
C 2.98 -1.20 -1.23
C 1.03 0.53 1.67
C -3.32 0.28 -0.36
H -1.50 0.07 0.02
H 0.01 -1.85 0.45
H -1.84 2.42 0.86
H -0.70 2.77 -0.45
H -2.46 3.00 -0.69
H 0.05 0.05 1.67
H 3.94 -0.72 -0.99
H 2.48 -1.61 0.81
H -1.66 0.89 -1.66
H 0.23 -1.41 -1.25
H 0.92 -2.91 -0.62
H -3.68 -1.28 1.03
H 2.56 -0.70 -2.11
H -2.48 -0.07 1.56
H 2.72 0.87 0.39
H 3.18 -2.24 -1.50
H 1.61 0.09 2.48
H 0.89 1.59 1.89
H 1.19 0.83 -0.47
```

Computed properties:
- SMILES = C=C([O-])[NH2+]C.CCC(C)C
- E_HOMO (eV) = -8.0692
- LUMO level (eV) = 0.696

Now the natural (NBO) charges, all in e: O -0.596; N -0.723; C -0.216; C -0.419; C -0.390; C -0.873; C -0.610; C -0.599; C -0.609; C 0.640; H 0.478; H 0.216; H 0.214; H 0.205; H 0.217; H 0.197; H 0.206; H 0.192; H 0.409; H 0.193; H 0.214; H 0.230; H 0.198; H 0.215; H 0.202; H 0.209; H 0.210; H 0.207; H 0.183

=====

[3]
The following is a quantum chemistry calculation of a structure of composition C8H20AgCl2O4 in a non-equilibrium geometry, from OMol25.

Structure (XYZ):
```
35
Properties=species:S:1:pos:R:3
Ag -0.99 0.46 -0.52
Cl -1.88 3.13 -0.87
Cl -3.39 -0.72 -1.38
O 0.04 -1.62 -0.70
O -1.63 0.25 1.86
O 1.06 0.80 1.08
O 0.65 0.48 -2.29
C 1.45 1.56 -2.70
C -0.59 -2.71 -0.07
C 1.24 -0.77 -2.58
C 0.60 0.89 2.42
C 0.33 -1.87 -2.07
C -3.02 0.37 2.05
C 2.45 0.65 0.99
C -0.88 1.20 2.55
H -1.13 2.24 2.31
H 1.23 1.56 3.02
H 0.84 -2.84 -2.12
H 0.11 -3.55 0.07
H 2.78 -0.15 1.66
H 2.24 -0.90 -2.15
H -0.58 -1.96 -2.67
H 0.77 -0.11 2.85
H 1.51 1.54 -3.80
H 1.05 2.51 -2.37
H 1.29 -0.86 -3.67
H -3.44 1.28 1.61
H 2.96 1.58 1.29
H -3.32 0.24 3.10
H -3.48 -0.43 1.47
H -0.89 -2.38 0.92
H 2.47 1.55 -2.29
H -1.48 -3.04 -0.62
H -1.08 1.15 3.64
H 2.72 0.46 -0.04
```

Computed properties:
- net charge = -1
- E_HOMO (eV) = -3.9240
- LUMO level (eV) = 2.774

Now the natural (NBO) charges, all in e: Ag 0.829; Cl -0.935; Cl -0.938; O -0.572; O -0.560; O -0.542; O -0.547; C -0.248; C -0.253; C -0.071; C -0.069; C -0.080; C -0.272; C -0.235; C -0.081; H 0.209; H 0.167; H 0.158; H 0.144; H 0.157; H 0.160; H 0.210; H 0.157; H 0.159; H 0.235; H 0.169; H 0.209; H 0.160; H 0.144; H 0.234; H 0.203; H 0.147; H 0.209; H 0.153; H 0.191

=====

[4]
The following is a quantum chemistry calculation of a structure of composition C8H20Br2FNO2Si2, from OMol25.

Structure (XYZ):
```
36
Properties=species:S:1:pos:R:3
Br 2.64 3.26 0.44
Br 3.94 -1.12 1.14
Si 1.56 0.54 -0.67
Si -0.78 -1.05 0.05
F 2.15 -0.39 -1.83
O 0.69 -0.30 0.42
O -0.94 1.75 2.09
N -2.15 -2.26 -1.97
C 2.63 0.87 2.71
C 3.03 1.37 0.19
C -1.43 2.41 0.94
C -2.20 1.48 -0.04
C 3.52 0.74 1.49
C -2.15 -3.44 -2.85
C -2.27 0.02 0.41
C -0.79 -1.70 -1.71
H -0.60 -0.92 -2.45
H -0.61 2.91 0.43
H 3.86 1.34 -0.51
H -0.04 1.46 1.92
H -2.77 -3.26 -3.72
H -2.50 -0.06 1.47
H 4.49 1.19 1.73
H -3.22 1.87 -0.14
H -1.15 -3.69 -3.20
H -0.87 -2.24 0.93
H -2.54 -4.32 -2.34
H 2.53 1.91 3.01
H -0.03 -2.48 -1.79
H -2.10 3.19 1.30
H -2.52 -2.57 -1.08
H -3.09 -0.46 -0.13
H 3.08 0.32 3.54
H 1.64 0.45 2.54
H -1.75 1.57 -1.03
H 0.72 1.58 -1.28
```

Computed properties:
- E_HOMO (eV) = -9.1849
- LUMO level (eV) = 0.524

Now the natural (NBO) charges, all in e: Br 0.015; Br 0.009; Si 1.987; Si 1.664; F -0.645; O -1.263; O -0.725; N -0.623; C -0.647; C -0.777; C -0.070; C -0.426; C -0.238; C -0.415; C -0.907; C -0.704; H 0.216; H 0.169; H 0.258; H 0.471; H 0.192; H 0.254; H 0.223; H 0.209; H 0.186; H -0.214; H 0.190; H 0.232; H 0.207; H 0.179; H 0.343; H 0.248; H 0.232; H 0.219; H 0.199; H -0.248

=====

[5]
The following is a quantum chemistry calculation of a structure of composition C8H20ClMgOPr in a non-equilibrium geometry, from OMol25.

Structure (XYZ):
```
32
Properties=species:S:1:pos:R:3
Pr 0.69 0.03 -3.45
Cl 1.30 -1.77 -1.71
Mg -0.49 -0.08 -0.14
O 0.34 0.32 1.50
C -2.18 -1.34 0.19
C 1.46 0.82 3.50
C -0.67 -1.19 -5.06
C -1.03 0.90 3.37
C 0.16 -1.29 3.29
C 0.22 0.18 2.87
C 2.68 1.39 -3.84
C -0.78 1.28 -1.79
H 1.53 1.87 3.18
H -0.25 -2.21 -5.07
H -1.73 -1.27 -4.74
H -1.94 0.42 2.98
H -0.74 -1.77 2.90
H 2.75 2.22 -3.12
H -1.08 0.89 4.47
H 2.36 0.30 3.15
H 1.43 0.78 4.60
H -1.95 -2.37 -0.10
H 0.15 -1.38 4.39
H 3.53 0.72 -3.67
H -1.88 1.29 -2.00
H 1.03 -1.82 2.91
H -1.03 1.94 3.03
H -3.00 -0.94 -0.43
H -2.44 -1.28 1.25
H -0.64 -0.79 -6.08
H -0.57 2.34 -1.54
H 2.75 1.81 -4.86
```

Computed properties:
- net charge = -2
- E_HOMO (alpha / beta) (eV) = 0.5472 / 0.5186
- spin multiplicity = 3
- LUMO level (alpha / beta) (eV) = 4.846 / 4.834
- ⟨S²⟩ = 2.00

Now the Löwdin charges, all in e: Pr 0.536; Cl -0.015; Mg 0.385; O -0.318; C -0.247; C -0.079; C -0.364; C -0.062; C -0.061; C -0.789; C -0.362; C -0.435; H 0.074; H -0.055; H -0.044; H 0.069; H 0.067; H -0.044; H 0.063; H 0.074; H 0.060; H -0.078; H 0.064; H -0.055; H -0.118; H 0.079; H 0.078; H -0.069; H -0.091; H -0.068; H -0.128; H -0.067

=====

[6]
The following is a quantum chemistry calculation of a structure of composition C8H20ClOTiTm in a non-equilibrium geometry, from OMol25.

Structure (XYZ):
```
32
Properties=species:S:1:pos:R:3
Tm -0.52 0.96 -0.79
Ti -2.21 -1.08 1.33
Cl -4.02 -0.54 2.46
O 1.26 1.82 -0.53
C -1.74 -3.00 1.73
C -2.58 -0.88 -0.66
C 2.56 2.15 -0.06
C 0.02 -0.16 -2.75
C 3.58 1.35 -0.85
C 2.64 1.82 1.43
C -0.46 0.16 1.38
C 2.77 3.64 -0.29
H -0.51 0.26 -3.61
H 2.44 0.76 1.62
H 3.76 3.98 0.06
H -0.06 -1.25 -2.82
H 3.50 1.57 -1.92
H 0.43 -0.43 1.64
H 2.01 4.22 0.25
H 2.70 3.87 -1.36
H -3.65 -0.60 -0.56
H -2.54 -1.98 -0.74
H -2.36 -3.29 2.59
H -0.68 -3.03 2.02
H -2.16 -0.47 -1.60
H 3.43 0.27 -0.71
H 1.09 0.08 -2.90
H -1.93 -3.66 0.88
H -0.65 0.79 2.28
H 3.65 2.06 1.80
H 4.61 1.59 -0.54
H 1.92 2.41 2.00
```

Computed properties:
- net charge = -1
- E_HOMO (alpha / beta) (eV) = -0.7536 / -4.5814
- spin multiplicity = 4
- LUMO level (alpha / beta) (eV) = 2.577 / 2.526
- ⟨S²⟩ = 3.75

Now the natural (NBO) charges, all in e: Tm 1.342; Ti 1.283; Cl -0.421; O -0.992; C -1.113; C -1.130; C 0.257; C -1.375; C -0.615; C -0.616; C -1.329; C -0.613; H 0.207; H 0.213; H 0.184; H 0.198; H 0.211; H 0.221; H 0.211; H 0.209; H 0.257; H 0.238; H 0.232; H 0.237; H 0.244; H 0.207; H 0.213; H 0.225; H 0.232; H 0.186; H 0.186; H 0.213

=====

[7]
The following is a quantum chemistry calculation of a structure of composition C8H20HfNO7 in a non-equilibrium geometry, from OMol25.

Structure (XYZ):
```
37
Properties=species:S:1:pos:R:3
Hf 1.93 -3.42 0.36
O 1.99 3.47 0.32
O 0.39 -4.91 -0.45
O 0.94 -2.53 -1.61
O 1.88 -1.12 -0.36
O 0.56 6.12 0.58
O -0.95 -2.79 0.24
O 0.81 -0.36 -2.07
N 1.16 -1.26 -1.41
C -1.73 -1.59 0.30
C 0.40 5.04 1.41
C 1.21 2.34 -0.01
C -1.75 -3.96 0.10
C -0.81 -5.11 0.36
C 1.67 4.16 1.48
C -0.61 6.60 -0.06
C 0.35 -5.42 -1.78
H -1.31 -6.05 0.10
H 1.28 -5.83 -2.18
H -1.12 5.76 -0.55
H -1.00 -0.81 0.52
H -2.60 -3.98 0.78
H -1.36 6.95 0.67
H 1.44 1.53 0.70
H 1.53 3.44 2.30
H 0.08 -4.65 -2.51
H -0.34 7.45 -0.68
H 2.53 4.75 1.80
H -0.42 -6.17 -2.00
H -0.56 -5.13 1.42
H 1.38 2.05 -1.04
H -0.54 4.50 1.27
H -2.17 -4.06 -0.91
H -2.47 -1.64 1.09
H -2.20 -1.35 -0.66
H 0.14 2.53 0.07
H 0.26 5.43 2.44
```

Computed properties:
- net charge = +3
- E_HOMO (eV) = -17.0542
- LUMO level (eV) = -15.336

Now the natural (NBO) charges, all in e: Hf 2.320; O -0.317; O -0.662; O -0.562; O -0.608; O -0.252; O -0.590; O -0.180; N 0.735; C -0.258; C -0.097; C -0.276; C -0.114; C -0.102; C -0.091; C -0.279; C -0.322; H 0.264; H 0.246; H 0.224; H 0.185; H 0.239; H 0.255; H 0.200; H 0.223; H 0.233; H 0.259; H 0.258; H 0.258; H 0.220; H 0.234; H 0.210; H 0.215; H 0.218; H 0.215; H 0.200; H 0.300

=====

[8]
The following is a quantum chemistry calculation of a structure of composition C8H20IrNO10P2, from OMol25.

Structure (XYZ):
```
42
Properties=species:S:1:pos:R:3
Ir -0.63 -0.96 0.48
P -2.59 0.81 -1.06
P -0.91 2.26 0.69
O -1.84 -0.59 -1.03
O -0.12 1.70 -1.83
O -0.70 -2.86 -0.36
O -0.60 0.89 1.27
O 0.93 -0.48 -0.51
O -2.06 3.01 1.44
O -3.47 1.08 0.09
O -3.37 0.83 -2.43
O 0.32 3.21 0.88
O -1.64 -1.17 4.41
N -0.85 -1.65 2.23
C 3.14 -0.37 -1.28
C 2.59 0.36 1.06
C -1.27 -1.36 3.34
C -1.26 2.10 -1.10
C -1.78 3.39 -1.69
C 2.52 -2.07 0.46
C 2.29 -0.65 -0.04
C -0.52 -4.09 0.40
H -3.01 0.30 -3.15
H 2.39 -2.79 -0.35
H -2.90 2.50 1.36
H 1.95 0.20 1.93
H 4.19 -0.48 -1.01
H 0.40 1.01 -1.38
H -1.11 4.22 -1.46
H 1.82 -2.31 1.26
H 2.43 1.38 0.71
H 0.51 -4.10 0.74
H -1.82 3.28 -2.77
H -1.20 -4.12 1.24
H 2.91 -1.08 -2.07
H -1.55 -2.88 -0.82
H -2.78 3.64 -1.32
H -0.70 -4.92 -0.27
H 0.15 4.02 1.38
H 3.53 -2.17 0.86
H 3.63 0.26 1.38
H 2.97 0.64 -1.65
```

Computed properties:
- net charge = +1
- E_HOMO (alpha / beta) (eV) = -13.1417 / -13.1445
- spin multiplicity = 2
- LUMO level (alpha / beta) (eV) = -5.274 / -5.835
- ⟨S²⟩ = 0.76

Now the natural (NBO) charges, all in e: Ir 1.692; P 2.350; P 2.400; O -1.010; O -0.718; O -0.664; O -1.047; O -0.653; O -0.979; O -1.122; O -0.965; O -0.970; O -0.417; N -0.836; C -0.619; C -0.640; C 0.889; C -0.463; C -0.631; C -0.646; C 0.255; C -0.253; H 0.531; H 0.220; H 0.565; H 0.213; H 0.233; H 0.507; H 0.235; H 0.201; H 0.224; H 0.214; H 0.252; H 0.208; H 0.225; H 0.524; H 0.240; H 0.213; H 0.543; H 0.242; H 0.233; H 0.223

=====

E_tot in Ha, matching the order above: -1763.8554, -446.1168, -1685.1479, -6349.0917, -1569.2913, -2786.8585, -944.7230, -1910.9537